ORCA calculation (the ωB97M-V functional and the def2-TZVPD basis) on 10 unconnected molecules or ions with the total composition C85H180BN9O8 at a distorted geometry.

total charge = +8
electronic energy = -121457.4317 eV
gap between HOMO and LUMO = 0.3191 hartree
ΔE to the lowest compared entry with this formula, charge and spin = 0.0 kcal/mol
HOMO energy = -17.6 eV

Geometry (Å):
O1 0.240 -3.452 0.196
C1 0.068 -2.303 -0.108
O2 -0.262 -1.336 0.729
B1 -0.444 -0.013 0.043
O3 0.112 -0.271 -1.295
C2 0.401 -1.536 -1.445
O4 0.962 -1.988 -2.426
O5 0.331 1.075 0.640
C3 -0.403 2.049 0.983
O6 -0.095 2.975 1.707
C4 -1.865 1.685 0.659
O7 -1.769 0.582 -0.033
O8 -2.846 2.417 0.879
C5 10.874 1.113 8.757
C6 9.573 0.390 9.289
C7 8.527 0.672 8.187
N1 7.168 -0.159 8.342
C8 6.194 0.421 7.191
C9 4.988 -0.528 6.844
C10 5.356 -1.957 6.720
C11 6.193 -2.468 7.875
C12 7.485 -1.675 8.143
C13 6.485 0.067 9.685
H1 10.696 2.188 8.732
H2 11.123 0.739 7.763
H3 11.786 0.834 9.285
H4 9.257 0.615 10.307
H5 9.917 -0.645 9.290
H6 8.871 0.295 7.223
H7 8.236 1.722 8.179
H8 6.767 0.545 6.272
H9 5.864 1.389 7.568
H10 4.532 -0.246 5.895
H11 4.250 -0.380 7.631
H12 5.833 -2.181 5.766
H13 4.435 -2.528 6.604
H14 6.453 -3.468 7.529
H15 5.510 -2.487 8.724
H16 8.176 -1.699 7.300
H17 7.982 -2.040 9.041
H18 5.404 -0.052 9.613
H19 6.755 1.084 9.971
H20 6.788 -0.692 10.406
C14 -3.460 -4.192 -13.408
C15 -3.930 -4.008 -11.980
C16 -4.614 -2.631 -11.728
N2 -5.355 -2.584 -10.418
C17 -4.529 -2.914 -9.105
C18 -3.491 -1.802 -8.869
C19 -4.015 -0.309 -8.898
C20 -4.879 0.053 -10.074
C21 -5.893 -1.101 -10.274
C22 -6.574 -3.588 -10.381
H21 -4.239 -4.586 -14.060
H22 -2.597 -4.858 -13.407
H23 -3.156 -3.277 -13.917
H24 -3.046 -4.104 -11.350
H25 -4.525 -4.855 -11.637
H26 -5.336 -2.385 -12.506
H27 -3.814 -1.890 -11.734
H28 -4.097 -3.913 -9.156
H29 -5.245 -2.961 -8.284
H30 -2.691 -1.874 -9.606
H31 -3.035 -1.969 -7.893
H32 -3.127 0.318 -8.821
H33 -4.478 -0.093 -7.935
H34 -4.271 0.232 -10.961
H35 -5.274 1.046 -9.860
H36 -6.470 -0.781 -11.142
H37 -6.545 -1.120 -9.401
H38 -7.200 -3.425 -11.258
H39 -7.205 -3.669 -9.496
H40 -6.292 -4.640 -10.419
C23 3.434 13.616 2.438
C24 2.386 12.550 2.730
C25 1.019 13.196 3.264
N3 0.097 12.168 3.954
C26 -0.618 11.281 2.932
C27 -1.641 12.068 2.070
C28 -2.800 12.749 2.907
C29 -2.097 13.637 3.960
C30 -1.012 12.871 4.799
C31 0.804 11.327 5.033
H41 4.209 13.115 1.859
H42 3.912 13.994 3.342
H43 3.118 14.496 1.878
H44 2.828 11.877 3.465
H45 2.310 12.030 1.775
H46 0.422 13.565 2.430
H47 1.241 13.884 4.080
H48 0.206 10.788 2.415
H49 -1.195 10.565 3.516
H50 -1.134 12.809 1.452
H51 -2.040 11.453 1.264
H52 -3.575 13.323 2.400
H53 -3.269 11.919 3.435
H54 -1.622 14.461 3.428
H55 -2.783 14.097 4.671
H56 -0.516 13.623 5.411
H57 -1.506 12.038 5.299
H58 1.355 10.642 4.389
H59 0.077 10.877 5.710
H60 1.461 12.017 5.562
C32 9.891 -10.545 -5.196
C33 8.917 -9.802 -4.211
C34 7.995 -10.681 -3.285
N4 6.931 -9.974 -2.392
C35 7.589 -8.863 -1.482
C36 6.597 -8.343 -0.472
C37 5.769 -9.364 0.239
C38 5.185 -10.529 -0.610
C39 6.259 -11.124 -1.558
C40 5.882 -9.222 -3.299
H61 9.375 -11.016 -6.032
H62 10.560 -11.322 -4.824
H63 10.564 -9.791 -5.605
H64 8.399 -9.028 -4.777
H65 9.600 -9.318 -3.513
H66 8.584 -11.233 -2.553
H67 7.387 -11.267 -3.974
H68 8.408 -9.427 -1.035
H69 8.062 -8.096 -2.095
H70 7.178 -7.687 0.175
H71 5.993 -7.628 -1.032
H72 6.393 -9.821 1.006
H73 4.880 -9.016 0.765
H74 4.803 -11.337 0.014
H75 4.364 -10.082 -1.171
H76 7.013 -11.652 -0.974
H77 5.831 -11.734 -2.354
H78 5.113 -8.734 -2.699
H79 5.448 -10.014 -3.908
H80 6.373 -8.484 -3.933
C41 -5.764 -6.217 7.895
C42 -5.663 -7.410 6.885
C43 -5.306 -6.861 5.479
N5 -4.922 -7.914 4.413
C44 -3.497 -8.531 4.756
C45 -3.097 -9.682 3.835
C46 -4.200 -10.702 3.801
C47 -5.575 -10.228 3.353
C48 -5.977 -9.024 4.277
C49 -4.854 -7.103 3.109
H81 -6.266 -6.578 8.793
H82 -6.497 -5.491 7.540
H83 -4.825 -5.700 8.093
H84 -6.632 -7.898 6.777
H85 -5.043 -8.161 7.374
H86 -4.440 -6.199 5.483
H87 -6.134 -6.315 5.027
H88 -3.546 -8.850 5.797
H89 -2.696 -7.798 4.661
H90 -2.277 -10.219 4.312
H91 -2.795 -9.322 2.852
H92 -4.322 -11.170 4.778
H93 -3.874 -11.589 3.258
H94 -6.284 -11.034 3.541
H95 -5.615 -9.904 2.314
H96 -6.202 -9.449 5.255
H97 -6.909 -8.589 3.915
H98 -4.479 -7.750 2.315
H99 -4.259 -6.191 3.140
H100 -5.889 -6.863 2.865
C50 5.119 -4.290 -13.707
C51 5.211 -3.711 -12.239
C52 5.969 -2.375 -11.991
N6 5.955 -1.811 -10.508
C53 6.544 -2.828 -9.526
C54 6.871 -2.262 -8.109
C55 7.677 -0.928 -7.985
C56 7.025 -0.004 -9.033
C57 6.766 -0.445 -10.486
C58 4.514 -1.472 -10.007
H101 4.787 -5.327 -13.653
H102 6.130 -4.183 -14.100
H103 4.336 -3.813 -14.297
H104 5.557 -4.573 -11.669
H105 4.214 -3.413 -11.914
H106 5.535 -1.578 -12.596
H107 7.000 -2.490 -12.326
H108 7.483 -3.120 -9.996
H109 6.003 -3.775 -9.543
H110 7.385 -2.944 -7.431
H111 5.911 -2.095 -7.621
H112 8.753 -1.039 -8.117
H113 7.724 -0.525 -6.974
H114 7.513 0.958 -8.873
H115 6.107 0.329 -8.549
H116 7.663 -0.440 -11.105
H117 6.126 0.261 -11.014
H118 4.088 -2.470 -9.904
H119 3.850 -0.968 -10.709
H120 4.574 -1.045 -9.006
C59 -11.195 3.799 10.061
C60 -9.665 3.508 10.366
C61 -8.843 4.208 9.248
N7 -7.300 3.868 9.203
C62 -6.653 4.193 10.573
C63 -5.135 3.851 10.585
C64 -4.408 4.574 9.401
C65 -5.113 4.536 8.003
C66 -6.649 4.755 8.102
C67 -7.089 2.331 8.807
H121 -11.468 3.688 9.011
H122 -11.489 4.783 10.426
H123 -11.755 3.137 10.721
H124 -9.477 2.467 10.630
H125 -9.486 3.876 11.376
H126 -8.838 5.298 9.266
H127 -9.133 3.940 8.233
H128 -6.932 5.242 10.672
H129 -7.227 3.655 11.327
H130 -4.720 4.106 11.560
H131 -4.889 2.791 10.521
H132 -4.171 5.603 9.671
H133 -3.395 4.173 9.366
H134 -4.637 5.319 7.412
H135 -5.026 3.598 7.455
H136 -6.958 5.770 8.350
H137 -7.110 4.466 7.157
H138 -6.037 2.076 8.939
H139 -7.349 2.305 7.749
H140 -7.747 1.713 9.417
C68 10.730 9.341 1.587
C69 10.368 7.809 1.633
C70 9.753 7.466 0.275
N8 9.287 5.988 0.070
C71 8.627 5.874 -1.342
C72 7.125 6.417 -1.471
C73 6.148 5.904 -0.427
C74 6.810 6.084 0.926
C75 8.251 5.513 1.152
C76 10.555 5.065 0.050
H141 10.035 10.102 1.232
H142 11.654 9.315 1.009
H143 11.100 9.657 2.563
H144 9.580 7.812 2.387
H145 11.157 7.102 1.886
H146 10.458 7.680 -0.528
H147 8.875 8.099 0.145
H148 9.304 6.367 -2.040
H149 8.626 4.800 -1.530
H150 7.076 7.506 -1.488
H151 6.720 6.304 -2.477
H152 5.196 6.433 -0.462
H153 5.898 4.867 -0.654
H154 6.924 7.158 1.074
H155 6.273 5.752 1.814
H156 8.836 5.644 2.063
H157 8.183 4.431 1.032
H158 10.814 4.907 1.096
H159 11.404 5.470 -0.500
H160 10.293 4.113 -0.411
C77 -15.551 0.191 -4.684
C78 -14.222 -0.398 -4.196
C79 -13.750 0.060 -2.778
N9 -12.532 -0.746 -2.263
C80 -11.405 -0.795 -3.275
C81 -10.681 0.561 -3.590
C82 -10.145 1.170 -2.364
C83 -11.224 1.273 -1.198
C84 -11.985 -0.134 -0.917
C85 -12.915 -2.176 -1.910
H161 -16.276 -0.302 -4.036
H162 -15.772 0.110 -5.748
H163 -15.504 1.250 -4.432
H164 -13.445 -0.202 -4.935
H165 -14.266 -1.481 -4.308
H166 -14.569 -0.008 -2.063
H167 -13.353 1.076 -2.769
H168 -11.662 -1.488 -4.076
H169 -10.605 -1.426 -2.886
H170 -11.333 1.190 -4.196
H171 -9.776 0.355 -4.161
H172 -9.609 2.110 -2.499
H173 -9.445 0.484 -1.888
H174 -11.922 2.077 -1.433
H175 -10.835 1.527 -0.212
H176 -12.782 -0.191 -0.175
H177 -11.249 -0.848 -0.547
H178 -13.224 -2.806 -2.744
H179 -13.640 -2.071 -1.103
H180 -11.984 -2.622 -1.562